{"formula": "C26H41IrN2S", "method": "ωB97M-V with the def2-TZVPD basis set", "species": ["C", "H", "C", "C", "C", "H", "H", "H", "H", "C", "H", "C", "H", "C", "C", "H", "N", "H", "C", "C", "C", "H", "H", "H", "C", "C", "H", "H", "H", "H", "H", "C", "C", "H", "H", "S", "C", "H", "C", "H", "H", "H", "H", "H", "H", "C", "H", "H", "N", "H", "H", "C", "H", "H", "H", "C", "H", "H", "H", "C", "C", "H", "H", "C", "H", "C", "C", "Ir", "H", "H", "C"], "coordinates": [[0.79, -1.32, -1.99], [2.04, 2.05, 2.93], [1.71, -1.13, -0.95], [0.84, 2.83, -3.88], [1.54, -0.62, 4.97], [-2.69, 3.24, -1.34], [-3.32, -1.16, -0.52], [-4.34, 3.43, -1.96], [-2.00, -1.17, 2.35], [-1.43, -2.71, -2.24], [-2.22, 0.22, 5.50], [-2.90, 0.41, -2.74], [3.07, 0.58, 2.87], [-0.63, -3.55, 0.67], [-2.23, -0.49, 3.19], [-0.80, -3.27, 1.71], [1.23, 0.38, 3.93], [-2.89, -1.01, 3.89], [0.92, 2.45, -2.46], [1.99, -1.99, 1.48], [2.38, 1.17, 3.49], [-0.88, -0.87, 5.87], [-1.44, -2.36, -3.27], [-0.58, 0.90, 5.66], [-3.46, 2.74, -1.99], [2.01, 3.08, -4.57], [3.21, 0.17, -0.15], [2.77, -2.75, 1.31], [4.16, 3.17, -2.00], [1.34, -2.35, 2.29], [-2.72, 0.44, 2.84], [3.03, -0.46, -1.04], [2.21, 2.37, -1.81], [3.85, -1.18, -1.11], [-2.57, 1.06, -3.58], [-0.01, 0.84, 1.56], [1.22, -1.76, 0.23], [2.56, -0.98, 4.84], [0.08, 0.27, 3.22], [-1.93, 0.03, -2.34], [-3.42, -0.48, -3.22], [-3.29, -0.51, 1.13], [-2.41, -2.52, -1.79], [1.86, 3.20, -5.62], [2.92, 1.49, 4.39], [1.02, -0.99, -3.42], [4.05, 3.64, -4.43], [-3.00, 2.87, -3.01], [-1.00, -0.20, 3.88], [-1.59, -3.84, 0.22], [-1.26, -3.79, -2.23], [-0.04, -2.40, -0.07], [-2.74, 1.81, 0.26], [-0.21, 2.78, -4.38], [1.44, 0.02, -3.52], [3.19, 3.25, -3.87], [0.86, -1.47, 4.90], [0.05, -4.41, 0.64], [1.74, -1.69, -3.87], [-3.85, 1.22, -1.62], [-3.15, 1.00, -0.39], [3.08, 0.22, -1.90], [1.46, -0.16, 5.97], [-0.37, -2.01, -1.46], [2.50, -1.07, 1.82], [-1.16, 0.03, 5.31], [-2.86, -0.36, 0.11], [-0.92, -0.61, 0.17], [-0.16, 2.35, -2.37], [0.09, -1.03, -4.00], [3.27, 2.96, -2.53]], "e_homo_ev": [-8.2, -10.6], "charge": 1, "gap_ev": [5.92, 5.35], "spin_multiplicity": 6}

=====

{"formula": "C31H32As2Cl2N3NiO11S", "method": "ωB97M-V with the def2-TZVPD basis set", "species": ["C", "C", "H", "C", "C", "O", "H", "H", "C", "H", "C", "C", "H", "H", "C", "H", "C", "O", "C", "H", "O", "H", "H", "C", "C", "O", "H", "O", "C", "C", "O", "H", "Ni", "H", "H", "O", "O", "H", "H", "C", "C", "H", "C", "H", "Cl", "H", "N", "H", "N", "O", "H", "C", "C", "C", "H", "O", "As", "H", "H", "As", "N", "C", "S", "C", "H", "H", "C", "O", "C", "H", "H", "C", "H", "C", "C", "C", "C", "H", "H", "C", "Cl", "H", "C"], "coordinates": [[1.82, -2.85, -3.96], [7.14, -2.44, 1.03], [7.78, -1.09, 2.56], [-0.99, 2.59, -1.17], [-0.79, -3.70, 3.46], [-1.25, 5.48, -0.19], [-0.90, -2.95, -2.48], [0.22, 3.78, 3.92], [-2.08, 0.45, 0.32], [2.77, 3.42, -1.02], [0.23, -2.32, 1.76], [-1.44, -4.00, 1.16], [0.71, -2.17, 3.82], [0.72, -0.36, 1.51], [-5.39, -1.12, 0.73], [2.62, -2.53, -4.62], [-3.27, -0.41, 0.03], [1.14, 3.28, -2.20], [-2.18, -4.64, 0.14], [-4.71, 5.10, -2.58], [-0.76, 3.84, -3.16], [-2.73, 0.75, -2.56], [-1.21, 0.82, -3.48], [5.00, -0.73, 0.71], [6.19, -2.75, 0.06], [2.75, -2.87, -0.90], [-4.48, 4.77, 1.56], [-3.27, -1.26, -0.83], [-0.54, -2.99, 0.78], [-1.74, 0.31, -2.67], [-4.25, -0.26, 0.92], [-2.24, -5.11, 2.82], [1.18, -1.31, -0.79], [-3.96, 3.55, -2.13], [2.00, 1.83, -0.99], [0.21, 1.36, 1.73], [4.27, -1.90, -2.56], [-2.54, -4.73, -1.97], [-5.82, -0.97, -0.26], [0.23, 3.83, 2.83], [7.02, -1.30, 1.82], [-6.09, -0.84, 1.50], [-2.00, -4.26, -1.16], [1.27, 3.20, -0.11], [0.60, -3.74, -4.84], [7.99, -3.10, 1.16], [-0.36, -2.64, -0.53], [-3.18, 4.58, -3.35], [3.11, -0.49, -0.73], [3.34, 0.98, 1.03], [-3.77, 3.76, 2.83], [0.11, -2.68, 3.07], [5.13, -1.87, -0.06], [-1.06, -3.25, -1.45], [-5.09, -2.16, 0.84], [-3.07, 5.32, -1.43], [-0.69, 0.62, -1.05], [-2.88, -5.42, 0.40], [1.12, 3.35, 2.44], [-3.50, 2.69, 0.58], [1.11, -1.28, 1.29], [-3.61, 4.18, 1.84], [3.80, -1.87, -1.20], [3.76, 0.05, 0.37], [5.85, 0.47, 2.27], [2.01, -1.32, 1.75], [-2.11, 1.46, 1.22], [-0.96, 3.16, 2.34], [-3.77, 4.58, -2.44], [0.15, 4.86, 2.49], [2.18, -3.42, -3.12], [-1.55, -4.34, 2.53], [-0.86, -3.96, 4.50], [-1.99, 3.29, -0.61], [-0.82, 1.99, 1.76], [-0.19, 3.31, -2.24], [5.95, -0.43, 1.67], [6.28, -3.62, -0.57], [-1.83, -0.75, -2.89], [-2.04, 4.79, -0.77], [1.12, -1.32, -3.29], [-2.72, 4.80, 1.84], [1.82, 2.90, -0.99]], "e_homo_ev": [-11.4, -11.6], "charge": 1, "gap_ev": [7.49, 7.63], "de_lowest_ev": 0.000, "spin_multiplicity": 3}

=====

{"formula": "C4H4AgO2", "method": "ωB97M-V with the def2-TZVPD basis set", "species": ["O", "O", "H", "C", "H", "H", "Ag", "C", "C", "C", "H"], "coordinates": [[-2.67, 1.12, -0.22], [3.07, 0.42, 0.45], [1.85, -1.29, -0.11], [2.05, -0.07, -0.14], [-3.59, 0.85, -0.32], [-1.97, -0.73, -0.85], [5.14, 0.07, -0.25], [-0.48, 0.32, 0.22], [0.73, -0.06, 0.33], [-1.88, -0.05, 0.01], [-2.25, -0.59, 0.90]], "e_homo_ev": [-6.1, -7.9], "gap_ev": [4.01, 5.84], "de_lowest_ev": 2.055, "spin_multiplicity": 2}

=====

no.,E_tot (eV),M (g mol⁻¹)
1,-44263.8663,605.9
2,-258253.0788,934.1
3,-12299.7302,191.9